Formula: C45H42N6PS4Ti
Source: the OMol25 dataset
Level of theory: ωB97M-V/def2-TZVPD

The geometry in XYZ format:
```
99
C45H42N6PS4Ti, DFT ωB97M-V/def2-TZVPD
Ti -0.81588 0.71605 -0.57904
N -3.60950 -1.95411 -2.43803
C -2.67423 -2.98117 -2.35975
C -2.72244 -4.32187 -2.72572
C -1.55330 -5.03844 -2.57242
C -0.37664 -4.44362 -2.08328
C -0.34107 -3.11948 -1.70605
C -1.52319 -2.39377 -1.83390
N -1.77868 -1.05025 -1.58526
C -3.01355 -0.83197 -1.98667
C -3.51513 0.53692 -2.04343
C -4.70486 1.04823 -2.44396
S -4.63156 2.75554 -2.43036
C -3.01966 2.68953 -1.87913
N -2.56989 1.48367 -1.70871
H -4.53457 -2.01787 -2.82696
H -3.61767 -4.77835 -3.12480
H -1.53678 -6.08292 -2.85208
H 0.52041 -5.04215 -2.00503
H 0.56588 -2.64980 -1.34575
H -5.59643 0.52875 -2.75271
H -2.42442 3.56987 -1.67922
C 0.52582 4.78661 2.91904
C 0.96258 3.47306 2.89235
C 0.79856 2.70460 1.74620
C 0.20022 3.25912 0.62528
C -0.23536 4.58162 0.64437
C -0.07792 5.33702 1.79171
N 0.04925 2.46316 -0.55022
N 0.33123 3.15332 -1.67336
C 0.26445 2.35154 -2.74100
C 0.43739 2.89504 -4.04105
C 0.38737 2.06412 -5.11523
C 0.17979 0.67774 -4.91363
C 0.00236 0.21837 -3.64429
N 0.02077 1.02691 -2.54750
H 0.66038 5.38701 3.80866
H 1.43810 3.03745 3.76130
H 1.15214 1.68109 1.70994
H -0.67106 5.00917 -0.24833
H -0.41663 6.36449 1.80710
H 0.60414 3.95903 -4.12810
H 0.51363 2.45472 -6.11646
H 0.17139 -0.01553 -5.74174
H -0.14180 -0.83680 -3.46015
C 0.63909 0.22190 5.91751
C 1.13907 -0.93475 5.34021
C 0.79510 -1.27377 4.03895
C -0.05053 -0.45177 3.29971
C -0.54946 0.71143 3.88681
C -0.20929 1.04222 5.18771
P -0.58789 -0.83868 1.58973
C -0.48022 -2.64501 1.44124
C -1.61059 -3.44386 1.29191
C -1.48281 -4.81809 1.14615
C -0.22630 -5.40493 1.13968
C 0.90765 -4.61304 1.26249
C 0.78161 -3.24007 1.40335
C -2.30541 -0.27933 1.60931
C -3.36008 -0.75103 2.40223
C -4.48251 0.03639 2.54223
C -4.53090 1.29620 1.93283
C -3.48701 1.73957 1.14431
C -2.34632 0.94796 0.93603
H 0.90357 0.48045 6.93416
H 1.79139 -1.58672 5.90585
H 1.17377 -2.19434 3.62149
H -1.21103 1.36245 3.32720
H -0.60926 1.94517 5.63018
H -2.59551 -2.99644 1.28050
H -2.36843 -5.43090 1.03886
H -0.12958 -6.47696 1.02953
H 1.89107 -5.06525 1.24834
H 1.66574 -2.62108 1.49991
H -3.28300 -1.68889 2.93812
H -5.30980 -0.29810 3.15457
H -5.39698 1.92743 2.09092
H -3.55761 2.72521 0.69475
C 4.42224 2.19943 0.53749
C 4.36980 0.86104 1.26206
S 3.04563 -0.24789 0.69788
C 3.94242 -1.59559 -0.11231
C 4.45845 -1.32391 -1.51883
S 3.13315 -0.89088 -2.67759
C 3.54763 0.80444 -3.16900
C 3.44051 1.88654 -2.09951
S 4.99368 2.12234 -1.17397
H 5.13156 2.84862 1.05473
H 3.45498 2.70370 0.56583
H 4.20511 1.03147 2.32821
H 5.31725 0.33169 1.15649
H 3.22435 -2.41809 -0.14717
H 4.76088 -1.91407 0.53732
H 4.95063 -2.22403 -1.89134
H 5.18732 -0.51617 -1.51759
H 2.83107 1.01468 -3.96536
H 4.53639 0.80422 -3.63120
H 2.65046 1.64677 -1.39023
H 3.19534 2.83667 -2.57528
```

Summary:
ΔE to the lowest compared entry with this formula, charge and spin = 45.9 kJ/mol
Spin multiplicity = 1
HOMO level (spin up / spin down) = -0.337 / -0.337 Ha
Largest force on an atom = 0.014 hartree/bohr
DFT total energy = -4851.98975 a.u.
Net charge = +1

Formula: C2H8N3
Source: the OMol25 dataset
Level of theory: ωB97M-V/def2-TZVPD

The geometry in XYZ format:
```
13
C2H8N3, DFT ωB97M-V/def2-TZVPD
N 0.51147 1.65782 1.29414
N -0.20485 0.60230 0.67967
C -0.20988 -0.88277 0.87739
C 0.34327 -0.24203 -0.37438
N -0.45959 -0.19491 -1.64901
H 1.26562 1.37498 1.82460
H -0.09270 2.26615 1.82973
H -1.20599 -1.21713 1.11027
H 0.54883 -1.49644 1.21727
H 1.39811 -0.28019 -0.47363
H -0.24821 -0.92611 -2.23162
H -0.54402 0.80382 -1.92267
H -1.38304 -0.48550 -1.23536
```

Summary:
ΔE to the lowest compared entry with this formula, charge and spin = 426.4 kJ/mol
Spin multiplicity = 1
HOMO level = -0.508 Ha
Largest force on an atom = 0.105 hartree/bohr
DFT total energy = -244.90521 a.u.
Net charge = +1

Formula: C37H41AuF5N7O4Se
Source: the OMol25 dataset
Level of theory: ωB97M-V/def2-TZVPD

The geometry in XYZ format:
```
96
C37H41AuF5N7O4Se, DFT ωB97M-V/def2-TZVPD
Au 0.53483 -0.63718 1.06651
C -4.02515 2.30864 -2.63041
O -3.78736 0.89429 -2.55409
C -2.71141 0.45353 -3.27601
C -2.92461 -0.30975 -4.41468
C -1.84700 -0.81507 -5.12533
C -0.54796 -0.56886 -4.69523
C -0.33513 0.16629 -3.54066
C -1.41452 0.68088 -2.83230
N -1.17275 1.42913 -1.63758
C -1.41218 0.97588 -0.39535
N -2.30755 0.01544 -0.22436
C -2.41173 -0.81024 0.92345
C -1.30083 -1.19813 1.66872
C -1.51646 -2.02573 2.77527
C -2.78986 -2.47790 3.08940
C -3.88403 -2.12759 2.30291
C -3.69249 -1.29558 1.21133
O -4.66597 -0.88987 0.35811
C -5.98688 -1.37963 0.57961
N -0.63578 1.50484 0.58853
C -1.16020 1.99678 1.78583
C -0.31020 2.09781 2.89160
C -0.74454 2.62771 4.08873
C -2.05139 3.08630 4.19971
C -2.91021 3.02325 3.11282
C -2.47838 2.48593 1.90551
O -3.24534 2.42014 0.79024
C -4.54703 2.99884 0.83549
H -5.02546 2.47662 -2.24168
H -3.98591 2.64417 -3.66774
H -3.29947 2.86313 -2.03459
H -3.94491 -0.48981 -4.72913
H -2.02252 -1.39832 -6.02055
H 0.29544 -0.94896 -5.25725
H 0.66929 0.35026 -3.17145
H -0.43557 2.11840 -1.67092
H -3.03013 -0.09331 -0.92762
H -0.67949 -2.31874 3.40114
H -2.94284 -3.10810 3.95737
H -4.87161 -2.48609 2.55751
H -6.58812 -1.01090 -0.24442
H -6.38671 -1.00355 1.52194
H -6.00584 -2.46980 0.58322
H 0.69661 1.70719 2.78769
H -0.07645 2.67580 4.93936
H -2.40973 3.49396 5.13624
H -3.92159 3.39086 3.21059
H -4.97740 2.84318 -0.14856
H -4.49098 4.06630 1.05355
H -5.17450 2.50455 1.57821
C 3.16691 3.70140 -3.03514
N 3.68077 4.23696 -1.77382
C 4.68914 5.15221 -1.65644
C 4.88879 5.35762 -0.32890
N 3.99923 4.56377 0.33889
C 3.89690 4.44790 1.79662
C 3.24733 3.87117 -0.54679
Se 1.93104 2.61183 -0.12365
H 3.78897 4.07080 -3.84438
H 2.14208 4.02628 -3.19052
H 3.20593 2.61659 -3.01146
H 5.18664 5.58477 -2.50849
H 5.58875 6.00129 0.17708
H 4.50460 5.22653 2.24634
H 4.25551 3.47385 2.11775
H 2.86347 4.56578 2.10426
F 7.44077 -2.01249 1.13240
C 6.21943 -1.51845 0.95118
C 5.13115 -2.07171 1.59316
F 5.29383 -3.11681 2.40525
C 3.86348 -1.56041 1.38986
F 2.83863 -2.14013 2.05768
C 3.59679 -0.50633 0.50917
O 2.39879 -0.03068 0.24110
C 4.73305 0.03343 -0.10787
F 4.57284 1.07782 -0.94904
C 6.00861 -0.44566 0.10338
F 7.03965 0.12149 -0.51768
N 0.89711 -6.39335 -0.50761
C -0.35357 -5.83155 0.12641
C -0.37644 -4.32449 -0.10511
N 0.82302 -3.65779 0.36296
C 2.03782 -4.23668 -0.18444
C 2.13961 -5.73987 0.04957
H 0.86018 -6.21257 -1.51169
H 0.93859 -7.40426 -0.38999
H -0.30131 -6.06803 1.18757
H -1.21453 -6.33074 -0.31322
H -1.24951 -3.90243 0.39429
H -0.48791 -4.12779 -1.17826
H 0.85212 -3.60248 1.37474
H 2.91329 -3.75852 0.25093
H 2.06131 -4.03603 -1.26235
H 2.16837 -5.97067 1.11291
H 3.00881 -6.17861 -0.43733
```

Summary:
ΔE to the lowest compared entry with this formula, charge and spin = 265.7 kJ/mol
Spin multiplicity = 1
HOMO level (spin up / spin down) = -0.410 / -0.411 Ha
Largest force on an atom = 0.032 hartree/bohr
DFT total energy = -5154.56510 a.u.
Net charge = +2

Formula: C18H24N4O3S
Source: the OMol25 dataset
Level of theory: ωB97M-V/def2-TZVPD

The geometry in XYZ format:
```
50
C18H24N4O3S, DFT ωB97M-V/def2-TZVPD
C -6.23416 -1.87607 -1.07206
C -5.87684 -1.34759 0.31885
C -6.87427 -0.27609 0.76437
C -4.46706 -0.81095 0.34281
C -3.50814 -1.38029 1.17120
C -2.21463 -0.89765 1.20217
C -1.84535 0.17675 0.39757
N -0.51931 0.62222 0.47115
C 0.09249 1.62122 -0.21836
O -0.43895 2.33536 -1.03957
C 1.57564 1.71690 0.12600
C 2.14191 3.11491 -0.11841
C 3.63499 3.11657 0.20154
C 4.35737 2.05752 -0.62986
N 3.75920 0.74520 -0.48058
S 4.18917 -0.14033 0.86883
O 5.47405 0.30728 1.32513
O 3.10905 -0.24864 1.80901
C 4.46603 -1.72426 0.13022
C 3.70021 -2.77698 -0.30019
N 4.49479 -3.72787 -0.84428
C 5.71747 -3.27808 -0.75218
N 5.75597 -2.06035 -0.17192
C 2.34040 0.71255 -0.75172
C -2.79626 0.75578 -0.43594
C -4.08604 0.26102 -0.45541
H -6.21940 -1.07392 -1.80544
H -7.22935 -2.31536 -1.06357
H -5.52175 -2.63734 -1.38238
H -5.93549 -2.18274 1.02602
H -6.87740 0.56086 0.07085
H -7.87902 -0.69110 0.80628
H -6.61213 0.09792 1.75166
H -3.77552 -2.21504 1.80364
H -1.48249 -1.35397 1.85445
H 0.05559 0.11105 1.12903
H 1.73572 1.43929 1.17172
H 1.61889 3.83914 0.50810
H 1.97275 3.39234 -1.16080
H 4.06861 4.09625 -0.00304
H 3.78310 2.88771 1.25971
H 5.39737 1.96501 -0.31636
H 4.32132 2.31417 -1.69340
H 2.63922 -2.90698 -0.24151
H 6.58611 -3.80422 -1.09301
H 6.54406 -1.47767 0.06499
H 2.00272 -0.30868 -0.56536
H 2.18630 0.95043 -1.80877
H -2.52005 1.58788 -1.06100
H -4.80692 0.72684 -1.11016
```

Summary:
ΔE to the lowest compared entry with this formula, charge and spin = 108.0 kJ/mol
Spin multiplicity = 1
HOMO level = -0.306 Ha
Largest force on an atom = 0.019 hartree/bohr
DFT total energy = -1543.26397 a.u.
Net charge = 0

Formula: C3H3OS2
Source: the OMol25 dataset
Level of theory: ωB97M-V/def2-TZVPD

The geometry in XYZ format:
```
9
C3H3OS2, DFT ωB97M-V/def2-TZVPD
C 1.15071 0.01776 -0.12134
C -0.38687 0.26318 -0.13809
S -0.83443 2.23002 0.20416
S -1.28136 -0.76079 -1.38620
C -1.25829 -0.68819 0.38160
O -1.67475 -1.28326 1.31545
H 1.25357 -0.88139 -0.65595
H 1.39466 0.23075 0.97500
H 1.63677 0.87192 -0.57463
```

Summary:
ΔE to the lowest compared entry with this formula, charge and spin = 164.7 kJ/mol
Spin multiplicity = 1
HOMO level = -0.120 Ha
Largest force on an atom = 0.091 hartree/bohr
DFT total energy = -987.72267 a.u.
Net charge = -1